DFT (wB97M-V/def2-TZVPD) results for H29O18S as an isolated structure at a distorted geometry.

Geometry as ORCA input:
```
! RIJCOSX wB97M-V def2-TZVPD def2/J DEFGRID3
* xyz -1 1
O 12.4760 43.2970 53.5220
H 11.7750 43.5540 52.7780
H 11.7390 43.2770 54.2490
H 12.8950 44.2290 53.4430
S 15.0700 45.4240 55.4890
O 14.0860 45.1770 54.3870
O 16.3790 45.0850 55.0030
O 15.0490 46.7090 56.0600
O 14.7210 44.4450 56.4920
O 15.8750 49.1630 55.0820
H 15.6820 48.3200 55.4790
H 15.1520 49.4330 54.3650
O 12.7210 48.0440 56.2100
H 13.5850 47.6630 56.3230
H 12.7700 48.7870 56.9540
O 12.4390 46.2370 52.9140
H 13.1880 46.1080 53.5300
H 12.7440 47.0940 52.4530
O 18.2030 46.6790 55.7770
H 17.4160 46.1000 55.5350
H 18.8670 46.1240 56.3100
O 18.1180 43.4000 56.0400
H 17.4960 43.9970 55.7070
H 18.1970 43.5080 57.0130
O 12.3870 44.4620 57.2290
H 11.6320 44.3330 56.7550
H 12.9230 44.6790 56.5590
O 17.1560 45.4620 52.6200
H 18.0530 45.7280 52.7400
H 16.9650 45.2330 53.4920
O 14.9480 44.0220 51.4600
H 15.1590 44.5500 52.3490
H 15.1060 43.0950 51.6440
O 15.3960 44.1420 58.5890
H 15.3840 44.9980 58.8910
H 15.2000 44.2320 57.6510
O 16.0490 41.4900 54.7460
H 16.4260 42.3540 55.0340
H 15.3460 41.4230 55.2540
O 14.0850 41.8530 58.8040
H 14.5790 42.5580 58.5410
H 13.2840 42.2320 59.2540
O 13.8190 42.0460 56.4380
H 14.0090 42.9470 56.3580
H 14.0350 41.7850 57.4250
O 16.2320 48.0610 57.5400
H 17.0420 47.7430 57.1710
H 15.6670 47.7690 56.9850
*
```

Output
Max |F| in eV/A: 10.17
HOMO in eV: -7.19
E_tot in eV: -48158.74115
Kohn-Sham gap in eV: 8.1394
ΔE to the lowest compared entry with this formula, charge and spin in kcal/mol: 59.9

---

DFT (wB97M-V/def2-TZVPD) results for a 2-piece molecular cluster, H2I2P2 overall at a distorted geometry.

Geometry as ORCA input:
```
! RIJCOSX wB97M-V def2-TZVPD def2/J DEFGRID3
* xyz 0 1
P -0.0609 -0.0891 0.6853
P -0.5042 1.8370 1.5182
I -2.8362 1.9671 1.3068
I 0.4255 3.6804 -1.1552
H -0.5678 0.6912 -0.5168
H 1.3077 0.0802 0.7841
*
```

Output
Max |F| in eV/A: 2.44
HOMO (alpha / beta) in eV: -8.49 / -9.21
E_tot in eV: -34809.81562
Kohn-Sham gap (alpha / beta) in eV: 5.8042 / 7.0645
ΔE to the lowest compared entry with this formula, charge and spin in kcal/mol: 47.5

---

DFT (wB97M-V/def2-TZVPD) results for a 2-piece molecular cluster, H2IN3 overall at a distorted geometry.

Geometry as ORCA input:
```
! RIJCOSX wB97M-V def2-TZVPD def2/J DEFGRID3
* xyz 0 3
N -2.0742 0.5561 -0.0316
N 0.5322 -0.6730 0.5974
N -0.9372 0.5643 -0.0757
I 2.1113 0.1342 -0.5056
H 0.5930 -1.7576 0.5509
H -0.2251 1.1761 -0.5354
*
```

Output
Max |F| in eV/A: 4.39
HOMO (alpha / beta) in eV: -6.49 / -9.78
E_tot in eV: -12597.40019
⟨S²⟩: 2.016
Kohn-Sham gap (alpha / beta) in eV: 5.8795 / 8.1404

---

DFT (wB97M-V/def2-TZVPD) results for one molecule with the formula H2INS at a distorted geometry.

Geometry as ORCA input:
```
! RIJCOSX wB97M-V def2-TZVPD def2/J DEFGRID3
* xyz 0 1
N 0.5162 -0.0552 -0.0731
S 1.8041 1.0999 0.1411
I 3.7911 -0.1792 -0.0998
H 0.1682 -0.2933 0.8567
H -0.2387 0.3335 -0.6499
*
```

Output
Max |F| in eV/A: 1.10
Structure (SMILES): NSI
HOMO in eV: -8.69
E_tot in eV: -20458.15514
Kohn-Sham gap in eV: 8.3224
ΔE to the lowest compared entry with this formula, charge and spin in kcal/mol: 2.7

---

DFT (wB97M-V/def2-TZVPD) results for a 2-piece molecular cluster, H2INS overall at a distorted geometry.

Geometry as ORCA input:
```
! RIJCOSX wB97M-V def2-TZVPD def2/J DEFGRID3
* xyz 0 1
N 1.0249 -0.4654 0.2974
S -1.0363 1.1823 -0.0544
I -2.7779 -0.3368 -0.0577
H 1.1153 -0.6676 -0.6974
H 1.6740 0.2875 0.5122
*
```

Output
Max |F| in eV/A: 2.88
HOMO (alpha / beta) in eV: -8.94 / -8.94
E_tot in eV: -20455.35819
Kohn-Sham gap (alpha / beta) in eV: 6.5302 / 6.5279
ΔE to the lowest compared entry with this formula, charge and spin in kcal/mol: 67.2

---

DFT (wB97M-V/def2-TZVPD) results for a 2-piece molecular cluster, H2IO overall at a distorted geometry.

Geometry as ORCA input:
```
! RIJCOSX wB97M-V def2-TZVPD def2/J DEFGRID3
* xyz -1 1
O -1.3481 0.7725 -0.2742
H -2.0623 0.3625 0.2645
H -0.5509 0.2276 -0.0851
I 3.9613 -1.3626 0.0948
*
```

Output
Max |F| in eV/A: 1.21
HOMO in eV: -3.28
E_tot in eV: -10183.03579
Kohn-Sham gap in eV: 6.6559
ΔE to the lowest compared entry with this formula, charge and spin in kcal/mol: 8.2

---

DFT (wB97M-V/def2-TZVPD) results for a 2-piece molecular cluster, H2IO overall at a distorted geometry.

Geometry as ORCA input:
```
! RIJCOSX wB97M-V def2-TZVPD def2/J DEFGRID3
* xyz -1 1
O -0.3419 -0.3736 -0.8898
H -0.1214 -0.0035 -0.0051
H 0.0856 0.2403 -1.5291
I 0.3777 0.1368 2.4241
*
```

Output
Max |F| in eV/A: 1.29
HOMO in eV: -3.55
E_tot in eV: -10183.29004
Kohn-Sham gap in eV: 7.4526
ΔE to the lowest compared entry with this formula, charge and spin in kcal/mol: 2.4

---

DFT (wB97M-V/def2-TZVPD) results for H2InO2 as an isolated structure at a distorted geometry.

Geometry as ORCA input:
```
! RIJCOSX wB97M-V def2-TZVPD def2/J DEFGRID3
* xyz 1 1
In 0.7644 -0.0126 0.5076
O -1.3442 -0.1652 2.1602
H -2.1206 0.2225 2.6047
O 1.4543 -0.1317 -2.1723
H 1.2461 0.0871 -3.1002
*
```

Output
Max |F| in eV/A: 2.17
HOMO in eV: -14.79
E_tot in eV: -9285.76869
Kohn-Sham gap in eV: 4.0164
ΔE to the lowest compared entry with this formula, charge and spin in kcal/mol: 22.4